Molecular formula: H14O6S2
Method: DFT, ωB97M-V/def2-TZVPD

XYZ file:
```
22
Properties=species:S:1:pos:R:3:forces:R:3
S 2.406400 -0.062155 2.136209 -1.74 -0.41 2.62
S 3.797587 0.225248 0.452961 1.82 0.05 -2.56
H 1.853289 -1.241940 1.825710 -0.01 0.10 -0.26
H 4.578861 -0.871958 0.157122 -0.11 0.39 0.15
H -0.984124 1.896422 -0.785517 0.03 0.05 -0.34
H -1.422023 0.779643 -1.709219 -0.02 0.54 0.02
O -1.701036 1.676450 -1.407092 0.05 -0.56 0.45
H -3.083857 1.116538 0.072349 0.12 0.05 -0.16
H -3.266447 1.617251 1.490772 0.09 0.24 0.28
O -3.462604 0.868035 0.932207 -0.06 -0.31 -0.27
H 1.022596 -3.748063 0.457160 -0.01 0.24 -0.18
H 0.111319 -2.521355 0.616299 -0.09 0.19 0.00
O 0.605670 -3.033641 -0.040346 0.01 -0.37 0.09
H -1.946924 -0.804020 1.147509 -0.62 -0.07 0.17
H -0.699490 -0.176648 0.691699 0.85 0.64 -0.07
O -1.031063 -1.020649 0.976318 -0.18 -0.50 -0.01
H -0.266504 -1.361311 -1.352870 -0.04 -0.07 0.19
H 0.304845 -0.817868 -2.645044 0.06 0.17 0.01
O -0.438820 -0.710557 -2.045405 0.00 -0.30 -0.15
H 1.883281 2.339509 -0.328516 -0.21 -0.53 0.26
H 0.795216 3.355747 -0.509027 -0.20 0.65 -0.24
O 0.943827 2.495322 -0.133286 0.28 -0.20 -0.01
```
Positions in Å, forces in eV/Å.

The spin multiplicity is 2. The calculation puts the HOMO-LUMO gap (spin up / spin down) at 3.58 / 6.52 eV. The charge is -1. The expectation value of S² is 0.75. The value obtained for the lowest unoccupied orbital energy (spin up / spin down) is 0.1109 / 0.1102 Eh. The calculation puts the relative energy (zero: lowest compared OMol25 entry of this formula, charge and spin) at 0.027 eV.

How positive or negative is each atom? The Löwdin charges in e answer that:
1. S -0.074
2. S -0.137
3. H -0.319
4. H -0.301
5. H 0.005
6. H 0.008
7. O -0.095
8. H 0.008
9. H 0.036
10. O -0.064
11. H 0.038
12. H -0.011
13. O -0.081
14. H 0.025
15. H 0.023
16. O -0.051
17. H 0.019
18. H 0.063
19. O -0.046
20. H 0.011
21. H 0.025
22. O -0.084

***

Molecular formula: H14O7
Method: DFT, ωB97M-V/def2-TZVPD

XYZ file:
```
21
Properties=species:S:1:pos:R:3:forces:R:3
O -0.621027 -0.843853 -1.535365 0.95 -0.55 -2.43
H -0.886062 -1.427078 -0.843389 -0.38 -0.94 0.86
H -0.222932 -1.422595 -2.253008 -0.80 0.99 1.23
O 1.985041 1.713444 -0.210764 0.03 1.11 -0.02
H 2.077948 0.825715 0.124679 0.60 -1.05 0.65
H 1.846041 1.470366 -1.121238 0.12 0.42 -0.92
O -0.513489 1.125682 0.321242 -0.12 0.25 0.24
H 0.353906 1.576596 0.172435 -0.47 -0.16 0.06
H -0.666159 0.587379 -0.465165 0.07 0.36 0.11
O -1.566670 0.378341 2.812480 -1.19 -1.62 0.31
H -1.351922 0.606552 1.926776 -0.02 0.15 -2.07
H -1.008314 0.975428 3.236874 1.13 1.65 1.85
O 1.892787 -0.963219 -0.167203 1.53 -0.35 -0.90
H 1.120475 -0.792051 -0.683775 -0.88 0.01 -0.22
H 1.657383 -1.004678 0.762078 -0.35 -0.15 0.59
O -2.773238 -0.187241 -3.535852 -0.73 0.55 -1.54
H -3.166395 -1.052405 -3.573638 -0.16 -0.44 0.13
H -2.237200 -0.146600 -2.771952 0.85 -0.12 1.37
O 1.353917 -0.746896 2.299112 -1.51 1.20 0.05
H 1.925701 -0.721955 3.037230 1.30 -0.38 1.22
H 0.800208 0.049067 2.468443 0.02 -0.92 -0.55
```
Positions in Å, forces in eV/Å.

The spin multiplicity is 1. The SMILES is O.O.O.O.O.O.O. The calculation puts the HOMO-LUMO gap at 11.18 eV. The value obtained for the lowest unoccupied orbital energy is -0.0011 Eh. The calculation puts the relative energy (zero: lowest compared OMol25 entry of this formula, charge and spin) at 1.777 eV.

How positive or negative is each atom? The Löwdin charges in e answer that:
1. O -0.055
2. H 0.068
3. H 0.133
4. O -0.034
5. H -0.006
6. H 0.054
7. O -0.075
8. H 0.014
9. H -0.001
10. O -0.022
11. H -0.036
12. H -0.005
13. O -0.055
14. H -0.024
15. H -0.029
16. O -0.032
17. H 0.029
18. H -0.032
19. O -0.009
20. H 0.053
21. H 0.065

***

Molecular formula: H14O7
Method: DFT, ωB97M-V/def2-TZVPD

XYZ file:
```
21
Properties=species:S:1:pos:R:3:forces:R:3
O 2.099261 -0.389883 1.968559 -0.78 -1.06 -0.26
H 1.241808 0.085710 1.657453 1.44 -1.68 0.29
H 2.006650 -1.404225 1.954839 -0.40 2.59 -0.09
O 1.464192 0.635367 -1.874986 0.56 3.50 1.27
H 1.613648 1.644183 -1.632881 -0.66 -2.86 -1.13
H 2.252502 0.278300 -1.380900 -0.38 -0.30 -0.23
O 3.450157 -0.191122 -0.452621 3.34 2.29 3.22
H 4.251163 0.495167 -0.640657 -2.80 -2.58 0.78
H 3.361609 -0.216032 0.654485 -0.29 0.20 -3.77
O -0.169023 0.277949 0.414410 0.79 -1.32 -0.18
H 0.415899 0.540667 -0.371750 -0.91 -1.17 0.66
H -0.408416 -0.727290 0.382598 0.44 2.04 -0.79
O -3.345033 -0.459037 -0.103107 -4.80 1.96 -2.81
H -4.229411 -0.373259 -0.769736 3.70 -0.72 2.80
H -3.104678 0.497914 -0.048664 0.32 -0.34 0.29
O -2.035507 2.055576 0.416056 -2.54 2.16 1.72
H -1.332872 1.428891 0.487187 1.45 -1.20 0.37
H -2.257413 2.376217 1.350884 0.62 -0.80 -2.11
O -1.479565 -2.078321 -0.378146 -0.07 0.53 -1.83
H -2.256236 -1.459764 -0.181382 0.79 -0.91 -0.29
H -1.430109 -1.970717 -1.382805 0.17 -0.35 2.09
```
Positions in Å, forces in eV/Å.

The spin multiplicity is 1. The SMILES is O.O.O.O.O.O.O. The calculation puts the HOMO-LUMO gap at 11.26 eV. The value obtained for the lowest unoccupied orbital energy is 0.0161 Eh. The calculation puts the relative energy (zero: lowest compared OMol25 entry of this formula, charge and spin) at 2.343 eV.

How positive or negative is each atom? The Löwdin charges in e answer that:
1. O -0.137
2. H 0.060
3. H 0.101
4. O -0.134
5. H 0.114
6. H -0.035
7. O -0.191
8. H 0.135
9. H 0.121
10. O -0.135
11. H 0.053
12. H 0.089
13. O -0.112
14. H 0.190
15. H 0.027
16. O -0.089
17. H -0.063
18. H 0.097
19. O -0.139
20. H -0.038
21. H 0.086

***

Molecular formula: H14O7
Method: DFT, ωB97M-V/def2-TZVPD

XYZ file:
```
21
Properties=species:S:1:pos:R:3:forces:R:3
O -15.376000 -0.498000 -24.402000 -1.09 0.46 1.39
H -14.910000 0.243000 -24.741000 0.55 0.91 -0.49
H -15.151000 -1.246000 -24.934000 0.58 -1.03 -0.75
O -16.400000 -3.573000 -23.101000 0.68 -0.50 1.17
H -16.644000 -4.486000 -22.973000 -0.37 -0.91 -0.56
H -15.992000 -3.442000 -22.228000 0.03 0.74 -0.35
O -12.388000 -3.119000 -23.597000 0.81 -0.19 -0.70
H -11.535000 -2.825000 -23.268000 0.08 -0.10 0.16
H -13.015000 -2.864000 -22.941000 -0.70 0.41 0.79
O -14.786000 -2.990000 -25.121000 -0.85 1.21 -3.02
H -15.545000 -3.124000 -24.580000 -0.19 -0.66 1.24
H -13.960000 -3.276000 -24.804000 1.27 -0.82 1.14
O -18.734000 -2.510000 -22.687000 -1.01 0.52 0.22
H -18.588000 -1.637000 -23.055000 -0.22 0.33 0.01
H -17.952000 -2.966000 -22.977000 0.49 -0.31 -0.10
O -13.754000 -5.763000 -24.771000 0.03 -0.27 0.37
H -13.208000 -5.785000 -25.547000 1.03 -0.17 -0.40
H -14.552000 -5.458000 -25.182000 -1.06 0.40 0.01
O -10.986000 -2.658000 -26.177000 -1.35 -0.92 -0.27
H -11.382000 -2.377000 -25.355000 -0.34 0.07 0.27
H -10.153000 -2.248000 -26.224000 1.62 0.83 -0.12
```
Positions in Å, forces in eV/Å.

The spin multiplicity is 1. The SMILES is O.O.O.O.O.O.O. The calculation puts the HOMO-LUMO gap at 10.84 eV. The value obtained for the lowest unoccupied orbital energy is -0.0004 Eh. The calculation puts the relative energy (zero: lowest compared OMol25 entry of this formula, charge and spin) at 2.123 eV.

How positive or negative is each atom? The Löwdin charges in e answer that:
1. O -0.048
2. H 0.013
3. H -0.034
4. O -0.021
5. H 0.086
6. H 0.107
7. O -0.030
8. H 0.061
9. H 0.041
10. O -0.035
11. H -0.010
12. H -0.021
13. O -0.065
14. H 0.032
15. H -0.055
16. O -0.040
17. H 0.036
18. H 0.012
19. O -0.026
20. H -0.006
21. H 0.006

***

Molecular formula: H14O7
Method: DFT, ωB97M-V/def2-TZVPD

XYZ file:
```
21
Properties=species:S:1:pos:R:3:forces:R:3
O -1.839422 1.286107 0.073484 -0.05 0.00 0.62
H -1.797742 1.240197 -0.881706 0.26 0.19 -0.52
H -2.707502 1.644277 0.258884 -0.17 0.09 0.26
O 0.194358 -3.123493 1.096714 -0.08 -0.57 0.39
H 0.123138 -2.399173 0.475004 -0.15 0.34 -0.38
H 0.954918 -2.903953 1.634854 0.22 0.03 0.10
O -0.270772 2.380117 2.599824 -0.01 0.07 0.32
H 0.668378 2.293677 2.763364 0.17 0.17 0.07
H -0.444222 1.780397 1.874224 -0.29 -0.13 -0.48
O -1.249702 1.074187 -2.599916 -0.19 -0.06 -0.04
H -1.939042 1.356667 -3.200956 -0.27 0.08 -0.16
H -0.505562 0.871017 -3.166666 0.50 -0.12 -0.02
O -0.082312 -0.873813 -0.529046 0.51 -0.23 -0.35
H 0.095968 -0.237523 0.163474 0.05 0.21 0.40
H -0.794832 -0.483923 -1.035546 -0.30 -0.02 -0.14
O 1.428708 -0.463563 2.304764 0.00 -0.06 -0.38
H 0.657888 -0.534453 2.867834 -0.33 -0.10 0.23
H 1.835778 0.364817 2.558364 0.25 0.11 0.08
O 2.134228 -0.803073 -2.521966 0.25 0.31 -0.43
H 1.983038 -1.633073 -2.974156 0.03 -0.22 -0.08
H 1.554708 -0.835423 -1.760826 -0.42 -0.08 0.50
```
Positions in Å, forces in eV/Å.

The spin multiplicity is 1. The SMILES is O.O.O.O.O.O.O. The calculation puts the HOMO-LUMO gap at 10.69 eV. The value obtained for the lowest unoccupied orbital energy is 0.0043 Eh. The calculation puts the relative energy (zero: lowest compared OMol25 entry of this formula, charge and spin) at 1.353 eV.

How positive or negative is each atom? The Löwdin charges in e answer that:
1. O -0.040
2. H -0.019
3. H 0.055
4. O -0.064
5. H -0.032
6. H 0.012
7. O -0.045
8. H 0.017
9. H -0.010
10. O -0.027
11. H 0.066
12. H 0.065
13. O -0.040
14. H 0.035
15. H 0.025
16. O -0.032
17. H 0.049
18. H 0.031
19. O -0.059
20. H 0.031
21. H -0.017

***

| no. | DFT total energy (Ha) |
| --- | --- |
| 1 | -1256.21491 |
| 2 | -535.05854 |
| 3 | -535.03773 |
| 4 | -535.04582 |
| 5 | -535.07411 |